Entry from the Open Molecules 2025 dataset: C47H63F2GdN2O5Se2 as an isolated structure at a distorted geometry (ωB97M-V/def2-TZVPD).

E = -8082.84730 hartree
HOMO (spin up / spin down) = -2.3 / -2.3 eV

The geometry in ORCA input format:
```
! RIJCOSX wB97M-V def2-TZVPD def2/J DEFGRID3
* xyz -2 8
H 18.037 8.961 10.973
C 19.023 17.123 13.386
H 22.095 10.408 9.742
C 9.912 8.733 4.684
H 23.683 12.020 9.466
C 18.320 17.255 9.291
H 22.005 13.840 6.594
H 20.894 17.651 8.497
H 11.549 13.118 7.897
C 18.868 12.155 8.584
H 11.767 17.218 9.765
C 17.720 15.015 13.685
C 12.601 10.561 7.603
F 15.623 9.020 11.466
H 10.929 13.220 6.191
Se 13.275 11.314 9.204
C 20.108 12.312 7.948
C 21.165 10.839 9.458
H 17.457 13.986 13.407
H 20.570 18.789 9.770
H 17.468 18.459 6.870
H 16.829 15.564 13.785
C 23.524 12.644 8.577
C 18.061 16.097 8.586
H 16.693 8.534 7.847
C 17.830 14.873 9.186
H 11.817 15.608 11.686
H 17.542 9.888 8.347
H 19.662 10.597 13.590
C 11.827 11.371 6.742
C 21.246 9.290 11.887
C 18.792 11.240 9.659
H 19.987 14.100 12.000
H 20.121 12.954 7.107
H 19.514 17.014 14.345
H 23.407 12.871 5.761
C 18.256 19.813 9.149
O 13.504 10.499 2.944
O 13.019 14.345 13.288
C 13.750 8.341 7.957
H 13.609 17.036 7.958
H 20.783 15.690 12.306
C 17.021 9.961 6.350
H 24.523 12.853 8.131
H 13.636 7.356 7.497
H 21.720 12.268 5.690
H 18.132 16.091 7.516
H 20.262 11.811 12.445
O 14.761 13.215 12.521
Gd 15.749 12.034 10.765
H 18.541 17.986 11.307
C 18.553 18.615 7.065
H 22.506 10.081 6.519
C 19.570 10.992 12.591
C 19.036 8.699 11.266
C 21.258 11.666 8.317
C 12.590 15.639 10.923
C 11.082 10.812 5.721
C 15.253 10.172 12.132
H 21.206 8.877 12.894
H 14.438 10.620 3.053
C 11.963 8.692 6.294
H 18.882 8.057 6.322
H 22.078 9.985 11.940
C 22.426 12.786 6.343
C 20.382 18.583 8.722
C 20.010 10.683 10.202
C 13.539 16.347 8.813
O 17.636 10.941 10.160
H 18.978 8.212 12.275
H 19.106 7.856 8.052
H 17.245 20.036 8.777
H 23.214 9.907 8.097
C 20.016 14.974 12.685
C 11.705 12.844 6.888
C 18.292 17.148 10.690
H 18.191 17.816 13.568
H 14.732 8.754 7.779
C 18.690 15.772 12.789
H 13.103 10.534 3.819
O 17.559 13.608 11.176
H 20.864 19.314 8.148
C 19.942 9.919 11.506
C 13.714 14.816 11.061
H 9.910 9.159 3.672
C 11.037 9.415 5.543
H 10.463 11.356 5.081
N 16.580 10.564 5.480
H 18.313 19.828 10.225
N 14.646 14.647 10.122
H 13.551 8.266 9.020
C 13.830 14.062 12.444
C 17.481 9.155 7.518
H 14.345 9.987 12.683
F 16.239 10.355 13.048
C 12.733 9.219 7.289
H 12.080 7.651 6.021
H 19.101 17.809 6.528
H 24.178 10.623 6.841
C 18.846 18.548 8.586
C 23.171 10.554 7.223
Se 17.350 13.345 8.113
H 15.185 15.058 8.172
C 18.851 8.581 7.294
H 21.589 8.498 11.101
H 12.672 13.433 6.644
C 22.620 11.895 7.605
H 8.908 8.876 5.098
H 9.988 7.590 4.652
H 19.568 9.380 7.355
H 18.598 11.420 12.439
H 18.206 15.068 14.703
H 19.602 8.009 10.580
H 20.328 14.621 13.671
H 19.718 17.609 12.672
C 12.540 16.469 9.804
C 18.139 15.932 11.356
H 18.833 19.607 6.803
C 14.522 15.321 8.985
H 23.039 13.521 8.996
H 18.796 20.685 8.813
C 17.839 14.734 10.601
*
```

Atom charges from the Mulliken analysis, given in e for atoms 1 to 6: atom 1 (H): 0.00, atom 2 (C): -2.33, atom 3 (H): 0.51, atom 4 (C): -1.37, atom 5 (H): 0.31, atom 6 (C): -0.52